18
Properties=species:S:1:pos:R:3 method="wB97M-V/def2-TZVPD" total_energy_ev=-10476.328 de_lowest_kcal_mol=65.54 homo_energy_ev=-9.4
C 2.3861 0.0046 0.9340
C 0.2507 -0.1786 -0.2042
C -0.6333 -0.4911 -1.3798
C -1.5373 0.6526 -0.6513
C -1.7437 -0.1379 0.6903
C -0.1417 1.3840 -0.3356
H 2.7289 1.0947 0.5657
H 3.3094 -0.5826 1.0382
H 1.7007 -0.0111 1.8438
H -1.1606 -1.4077 -1.3948
H -0.1515 -0.2010 -2.3739
H -2.3654 1.2423 -1.0532
H -2.4051 -0.9338 0.6135
H -2.0043 0.5294 1.5064
H -0.1686 1.7959 0.6943
H 0.1689 1.8879 -1.2322
O 1.5763 -0.6068 -0.1762
O -0.4686 -0.7452 0.8602